Molecular formula: C41H79ClN3O10S
Method: DFT, wB97M-V/def2-TZVPD

```
135
C41H79ClN3O10S, DFT wB97M-V/def2-TZVPD
H 10.50 0.99 -2.67
H 12.72 4.44 3.76
H 0.35 -3.79 1.39
O -0.15 -2.30 4.14
C 0.17 3.94 0.80
C -10.61 -9.74 -4.64
N 2.19 3.07 -0.40
H -6.47 -2.83 2.00
C 12.54 1.83 1.38
H -10.27 -2.03 1.77
H -8.25 -10.29 -4.86
C 0.10 1.18 0.88
H -8.17 -4.58 1.36
C 2.98 5.26 -2.84
H 1.69 2.38 -1.01
H 13.52 2.36 1.13
H 4.46 -0.11 0.89
C -8.42 -7.41 -0.32
C -2.36 3.42 1.65
C 8.54 0.28 -1.64
H 10.51 -0.04 0.28
C 0.76 2.56 1.46
H -6.78 1.48 2.48
H -1.69 3.63 -0.52
C 5.54 1.59 -0.06
H 3.75 4.96 -3.64
H -7.53 5.43 -1.37
H -1.14 -2.76 1.02
H 11.86 0.17 -0.99
H 6.38 1.52 0.70
H -0.20 3.61 -2.08
C -0.23 0.13 2.06
H -8.55 -0.49 2.66
C -8.57 -6.96 -3.86
H -7.98 1.42 1.18
H 12.71 0.71 1.62
C 12.43 4.15 2.70
H 12.07 2.62 -0.67
H -8.40 -6.09 -4.50
H -6.28 1.78 0.78
C 0.01 -2.08 2.91
H -1.15 -3.94 2.47
C 3.44 1.80 1.61
O -7.40 -7.77 -4.00
C -4.88 4.06 0.12
C 11.92 2.61 2.67
H 1.85 3.31 -3.34
C 11.51 2.05 0.16
H -7.44 -6.94 -0.46
H 2.53 3.85 1.49
O -6.72 -0.19 1.21
C -9.29 -2.44 2.05
H 10.46 5.19 3.03
H 2.85 6.40 -2.90
H -9.44 -7.47 -4.29
C 9.93 1.09 -1.67
O -9.74 -9.68 -3.52
O -8.53 -2.57 0.86
C 0.56 4.47 -1.91
H -9.00 -6.86 0.43
C -8.63 -1.50 3.06
C -6.58 5.11 -0.83
H 5.38 2.71 -0.31
H 3.13 3.23 -0.80
H 3.09 1.14 2.48
H 12.39 2.10 3.60
H -9.48 -3.41 2.53
C 11.84 6.73 2.15
H -6.39 -9.45 -3.53
H 3.48 0.84 -0.46
H -4.88 -1.02 1.49
C 10.96 0.69 -0.48
H -10.09 -9.54 -5.58
H 11.28 7.42 2.88
H -9.76 -5.80 -2.51
C 4.15 0.91 0.46
H -8.26 -8.43 0.03
H 7.21 1.17 -3.21
H -5.47 -2.45 3.36
H -8.03 -5.81 -2.11
H 7.51 2.36 -1.84
H -1.68 5.18 0.46
C 2.31 2.80 1.07
C -6.94 1.20 1.44
H -5.44 -0.07 2.87
H -11.07 -10.73 -4.68
H 1.14 4.87 -4.05
C -6.28 -2.05 2.74
H 11.65 7.15 1.09
H 0.58 2.63 2.60
O -9.16 -7.48 -1.53
H -2.72 4.26 2.32
S -3.80 2.65 0.69
O -6.06 3.78 -0.64
C 1.19 4.23 -0.45
H -11.38 -8.99 -4.50
H 4.27 2.47 2.05
Cl -0.30 6.09 -2.02
C -8.40 -10.08 -3.80
H 13.37 4.31 2.04
N -5.72 6.09 -0.25
H -7.32 -3.94 -0.05
C -5.76 -0.77 2.09
C 11.29 5.20 2.24
H 10.90 4.93 1.19
O -7.39 -1.92 3.62
N -4.66 5.46 0.33
H 3.48 5.06 -1.83
C -8.26 -3.92 0.49
H 1.66 5.23 -0.10
C -7.38 -9.03 -3.33
H 12.97 6.73 2.37
H -9.06 -4.28 -0.17
H 9.69 2.21 -1.56
H 10.77 2.51 2.66
O 0.69 -0.88 2.50
H -8.22 -11.01 -3.25
O -1.35 0.17 2.66
C -1.40 4.06 0.51
C -8.87 -6.43 -2.45
H -7.42 -8.89 -2.25
H -0.89 1.37 0.32
H 10.60 2.72 0.43
H -1.85 2.64 2.31
C 7.32 1.25 -2.06
H 8.36 -0.29 -0.66
H 5.04 0.97 -2.15
C -0.50 -3.21 1.88
H 0.39 4.72 1.61
H 0.79 0.65 0.12
C 1.64 4.42 -3.11
H 5.92 -0.33 -1.15
H 8.60 -0.52 -2.47
C 5.92 0.78 -1.43
H -9.32 -1.41 3.91
```

Net charge: +1

Molecular formula: C41H81BF14I3N10O12S
Method: DFT, wB97M-V/def2-TZVPD

```
163
C41H81BF14I3N10O12S, DFT wB97M-V/def2-TZVPD
C 0.16 -0.34 -2.41
F 5.41 3.19 0.64
H -6.45 10.52 -4.47
C -4.60 -2.92 3.49
H -0.59 -0.20 -3.33
H 0.50 -5.66 6.09
H 2.65 5.35 -1.90
H -4.93 -0.97 -0.99
C 5.78 6.73 -5.80
H -6.44 -2.71 2.65
C 2.85 -7.96 7.53
H -3.41 -2.78 5.25
F 6.56 4.65 -0.68
C -4.00 -8.26 5.99
O -0.90 -8.12 9.81
H 2.71 0.15 -7.97
F 7.87 4.20 -2.62
C 4.26 0.68 -2.28
F 5.39 -0.31 -2.15
C -4.36 -1.72 -1.69
H -2.32 -3.17 1.61
H 2.30 -2.81 6.27
O 4.55 5.90 -7.69
C -3.89 -3.56 4.65
N 1.27 -9.66 6.79
H -1.07 -4.94 6.30
C 2.36 -0.67 -7.34
H -4.06 3.34 -1.95
H -1.42 -3.60 -0.78
H 2.51 -7.01 7.94
H 2.42 -4.55 6.57
H -4.02 -4.04 -1.68
C 5.71 2.29 -0.54
O 1.37 7.04 -0.17
C -2.08 -0.50 -0.70
N 4.40 4.73 -5.77
H -4.58 -4.12 5.29
C -6.45 8.75 -3.33
N -5.94 -3.13 3.42
H 6.12 -0.26 -8.29
H -1.04 -6.62 7.86
I -0.27 -1.96 3.03
H 1.40 1.59 -2.37
H -3.28 4.34 2.77
H -0.77 -5.14 8.73
C -1.56 4.87 -2.80
H -1.35 -6.35 11.83
H -4.52 -9.02 6.57
N 0.34 -1.91 -7.88
H 1.03 -0.66 0.38
F 7.17 1.93 -2.71
H 0.41 -6.52 11.58
H -3.96 -6.23 8.66
H -3.05 -8.68 5.63
F 3.25 2.87 -1.19
H -4.62 -7.84 8.51
H -6.71 9.03 -5.33
H -4.62 -7.98 5.13
N -6.54 9.51 -4.46
H -5.26 9.14 -1.62
N 3.04 8.32 -0.97
C 0.86 -0.74 -7.42
F 5.53 3.83 -2.68
H 1.49 0.62 -3.99
C 1.53 0.52 -2.80
F 3.73 1.00 0.14
H -2.87 3.77 -4.32
C -2.78 -1.34 -1.97
H -2.79 -0.56 -2.87
H 3.78 4.08 -6.22
C -6.20 9.49 -2.06
H 6.75 6.74 -6.31
F 2.78 -1.31 -1.37
F 8.14 2.86 -0.66
H -1.07 4.73 -1.74
H 1.18 1.17 -0.06
C 0.41 0.32 0.22
H -3.13 -4.25 4.27
O -3.13 -6.05 6.35
C 3.24 5.91 -1.17
H 4.63 4.59 -4.79
H 2.65 -0.48 -6.30
O 4.04 1.50 -8.15
H -0.13 0.69 1.20
N -0.06 -4.87 6.37
H 5.20 3.61 -8.65
C -0.52 -6.16 11.14
H 3.94 8.44 -1.42
H 0.59 -10.01 6.13
H 6.85 0.65 -9.63
H -5.04 3.54 2.78
H -4.93 -1.68 -2.73
C -1.50 -2.39 1.24
C 4.27 1.75 -1.06
H -0.45 -5.08 10.97
H 4.19 6.19 -1.64
H 2.54 9.15 -0.67
H -6.12 10.57 -2.22
H 2.97 -8.67 8.36
H -2.08 -0.21 1.66
H -7.02 9.30 -1.36
H 2.24 -3.44 7.94
H 5.31 -0.19 -9.88
H -3.65 1.75 -2.88
H -0.66 -1.99 -7.94
C -2.31 -1.03 0.82
H -0.13 -4.06 0.51
S 6.78 3.25 -1.69
O 0.13 0.19 -7.09
O -0.28 -2.77 7.16
O 1.55 -7.82 5.52
H 0.42 -1.48 -2.38
F 4.47 1.29 -3.65
H 6.61 2.90 -9.40
C 5.13 1.57 -8.70
H -2.97 4.21 -0.27
I -3.04 6.49 -2.64
C -4.15 3.92 2.10
H 0.17 -2.48 -0.46
H -6.46 -3.68 4.09
H -4.63 2.22 0.64
O -2.96 0.72 -0.71
C -2.20 3.45 -3.39
C 2.46 7.11 -0.72
C -3.16 2.68 -2.31
C 5.91 0.37 -9.16
H 3.46 5.28 -0.31
C 2.92 -0.26 -2.45
C -0.68 -3.12 0.02
B -2.36 2.04 -1.01
N -4.14 -7.05 8.09
C -0.63 0.24 -1.09
H 5.34 7.73 -5.83
C 1.95 -3.62 6.91
F -6.09 -3.50 -1.20
C -3.71 -7.03 6.80
H -4.39 -3.21 0.07
C -4.61 -3.23 -1.09
F 6.57 1.20 0.06
H -2.13 -2.24 -2.33
H -3.21 1.75 1.90
O -4.02 -2.25 2.64
N -0.87 -6.14 8.73
O -6.58 7.53 -3.39
H -4.58 4.73 1.35
N 5.71 2.78 -8.95
H 2.83 -1.60 -7.67
H 0.91 -2.70 -8.16
C -0.78 -6.91 9.86
H 3.81 -7.83 7.04
H 5.94 6.44 -4.76
H -3.48 -1.25 0.93
I -0.63 3.73 1.15
C 4.87 5.77 -6.51
C 1.85 -8.45 6.52
H 1.48 -10.21 7.61
H -1.35 2.77 -3.86
C -2.53 3.20 0.14
C -3.67 2.61 1.21
F 3.21 -1.09 -3.68
O -0.94 1.69 -1.24
H -0.70 5.25 -3.52
C 0.45 -3.70 6.83
```

Net charge: -1
Energy relative to the best compared isomer or geometry (same formula, charge and spin) in eV: 14.448

Molecular formula: C41H84BCl18N3O7S
Method: DFT, wB97M-V/def2-TZVPD

```
155
C41H84BCl18N3O7S, DFT wB97M-V/def2-TZVPD
H 6.83 4.23 -3.44
C 1.58 0.38 3.76
C 7.51 2.53 -2.39
H 9.20 5.95 -7.12
H 1.70 -0.20 -4.76
H 2.83 6.89 -9.72
H -4.23 -3.79 -1.56
C -5.18 -5.34 -2.68
Cl -4.44 -1.11 -2.51
H -0.61 -3.89 6.05
Cl -0.34 1.48 -2.18
C 2.92 -1.12 2.06
H 7.76 4.01 -6.36
H -0.49 -1.22 3.81
H -6.58 -5.51 -7.92
Cl -5.81 -7.20 5.36
H 0.67 -0.63 -2.49
H 0.15 -2.01 0.46
C -4.65 -1.34 2.18
H 2.94 4.74 -8.68
H -1.00 2.22 4.99
Cl -5.01 -7.08 -3.05
H -3.11 -0.70 -4.41
H -3.59 -7.75 5.92
H -0.22 8.14 -4.70
C -1.17 7.88 -6.59
H 6.61 4.40 -7.63
H 1.06 0.34 4.72
Cl 2.39 5.20 -6.46
H 0.94 -1.25 6.14
C -4.34 -0.20 3.18
H -4.32 -3.44 1.93
C 2.78 6.85 -8.63
H -3.54 -4.25 5.27
O 4.12 -4.90 5.12
Cl -1.75 9.90 -4.85
O 3.74 1.42 0.80
H 3.76 7.05 -8.22
C -8.13 -6.01 -6.54
H -6.15 -0.74 -4.81
C 6.44 3.25 -3.18
H 5.52 3.37 -2.62
H 1.85 0.68 -2.50
C -3.80 1.09 2.50
H 3.44 1.48 4.17
H -5.25 0.08 3.70
C -5.13 -0.91 -5.15
Cl -2.79 7.80 -7.32
H -3.90 -7.99 8.42
C -4.56 -7.94 6.39
H 0.80 0.53 3.02
C 3.85 -2.31 5.13
H -4.98 -0.37 -6.09
Cl -9.14 -5.26 -5.27
O 2.81 -0.86 -0.45
N 4.31 2.49 0.13
C -1.22 8.22 -5.13
H 1.35 -2.72 2.88
C 0.87 0.39 -4.38
H -6.70 -4.40 -6.54
H -1.89 7.57 -4.58
Cl -4.95 -2.64 -5.51
C 0.87 0.36 -2.87
C -2.35 1.48 2.89
C 2.25 -0.95 3.44
H -0.01 -3.19 7.54
C -0.34 4.22 4.49
H 4.70 -2.10 5.78
C 2.29 5.48 -8.22
H 1.12 -3.75 6.29
Cl -0.63 -0.30 -5.05
Cl -8.23 -3.88 -8.25
H -4.74 -9.01 6.39
Cl -4.50 -5.56 -0.04
C 0.11 -2.00 4.28
H 6.04 -1.76 1.97
N 5.20 -1.62 1.42
B 2.08 -0.98 0.74
H -3.17 3.45 3.37
H 9.02 4.66 -8.32
H 1.48 4.39 3.35
H -7.49 -6.74 -6.04
H -3.61 -0.56 3.90
C 4.36 -0.61 2.11
H 1.24 2.28 5.48
C -4.00 -2.64 2.60
C -4.18 -4.88 -1.66
H 0.97 1.40 -4.76
H -0.71 6.90 -6.72
O 5.77 -3.61 3.86
Cl 6.59 5.99 -5.89
H -1.99 0.81 3.67
C -2.20 2.96 3.34
H -2.15 3.47 5.45
H -4.18 0.65 -4.03
C 3.58 -1.05 4.32
H 7.80 3.15 -1.55
H -0.82 -1.39 6.08
H -4.47 1.91 2.72
Cl 6.04 2.42 -4.71
H 2.54 3.37 5.04
C 0.52 -1.00 0.64
H 5.68 0.79 1.13
H -6.20 -5.18 -2.34
H 1.27 5.30 -8.53
H -8.79 -6.53 -7.23
S 4.40 -3.77 4.26
H -1.72 1.33 2.01
H 3.59 -0.28 5.09
C 0.84 3.60 3.75
C -4.03 -4.28 4.31
H -0.41 -2.94 4.07
O 3.50 3.21 -0.33
H -5.72 -1.52 2.15
H -0.01 4.64 5.44
Cl -4.10 -5.71 7.90
H -3.83 0.95 1.42
C 4.72 0.80 1.65
H 3.57 -3.89 3.19
H -3.35 -4.71 3.57
C 2.45 1.64 3.77
C 1.75 2.73 4.63
Cl 1.71 8.19 -8.14
C 8.49 5.44 -7.77
H -5.04 -4.81 -3.61
N 1.46 -2.16 3.72
H 0.49 3.03 2.89
H -0.58 8.60 -7.15
H 5.45 -1.31 0.49
H 3.02 -2.57 5.78
H 0.01 -0.64 1.53
C -4.12 -0.43 -4.13
C -4.59 -7.42 7.80
C 0.16 -3.26 6.47
H 3.38 -1.65 -0.51
H 4.86 1.44 2.51
C -7.27 -5.00 -7.25
H 8.38 2.34 -3.00
C 0.12 -1.89 5.81
O 4.69 -0.68 3.50
H -4.27 -1.09 1.19
Cl 7.02 0.95 -1.71
H -2.91 -2.57 2.56
H 3.11 -2.20 2.05
H 2.55 2.08 2.78
H -1.61 3.45 2.57
H -4.94 -4.87 4.38
H -0.74 5.03 3.88
H -5.59 -7.51 8.23
H 0.26 -0.39 -0.23
Cl 7.90 6.62 -8.97
C -1.44 3.17 4.67
C 7.37 4.81 -6.98
O -4.40 -2.95 3.92
H -3.17 -5.14 -1.95
```

Net charge: 0
Structure (SMILES): CCCN[C@]1(CCCCCCCCCCCCOC)[C@@H](B(C)O)[C@@](N)(CON=O)O[C@@H]1C[SH](=O)=O.ClCCCl.ClCCCl.ClCCCl.ClCCCl.ClCCCl.ClCCCl.ClCCCl.ClCCCl.ClCCCl

Gap between HOMO and LUMO readings, ordered: 7.045; 3.104; 9.208 eV